(1)
Here is a structure of composition C30H34AuIN5OP at a distorted geometry from the OMol25 dataset. Energies are from ωB97M-V/def2-TZVPD.

- Orbital gap (spin up / spin down): 2.70 / 5.28 eV
- Calculated total energy: -62236.6893 eV
- HOMO (spin up / spin down): 1.75 / -0.84 eV
- <S²>: 2.017
- Net charge: -2
- 2S+1: 3

Last column: Löwdin spin population.
Positions of all 73 atoms, in Å:
C -2.455 0.880 1.773  0.01
C -2.527 1.266 4.152  0.00
H -2.077 0.826 -2.131  0.00
H 1.790 1.083 -1.682  0.01
C -1.332 1.994 4.085  0.00
C -1.541 -2.002 -3.356  0.01
H -0.698 -4.135 1.364  0.00
C -1.629 2.558 -0.959  0.03
H -1.629 -2.694 1.891  0.00
N 1.770 -0.738 2.054  0.02
C 1.755 -3.978 -2.604  0.04
H -3.002 1.098 5.125  0.00
H -3.499 2.010 -3.694  0.00
C -1.902 3.903 -0.676  0.02
N -2.001 -3.350 -0.092  0.02
C -2.251 1.896 -2.010  0.01
H -1.468 4.375 0.207  0.01
H -3.926 4.525 -3.360  0.00
C 1.663 -2.489 -2.178  0.17
H -3.794 -3.504 -2.819  0.00
C 1.141 2.383 -0.111  0.18
H -3.899 -4.398 -0.178  0.00
H -2.877 0.452 0.859  0.00
H 4.194 1.895 -1.573  0.00
H -2.453 -4.250 1.728  0.00
H 5.207 -0.947 -0.298  0.00
C -3.094 0.699 3.000  0.00
H -0.891 2.423 4.998  0.00
C 2.105 1.868 -0.992  0.09
H 1.824 -3.930 -3.717  0.00
H -0.750 -2.580 -3.859  0.00
H 4.794 3.586 0.178  0.02
C -1.670 -3.619 1.295  0.00
C -3.166 -3.816 -0.715  0.01
H -2.941 5.668 -1.318  0.00
C -3.307 3.971 -2.655  0.02
C 3.937 -0.474 1.835  0.00
C 1.409 3.563 0.614  0.14
H 3.833 -0.719 -1.419  0.00
H 0.595 4.097 1.118  0.01
I 2.553 -5.508 -0.177  0.00
O 2.182 -1.640 -2.891  0.09
C 3.421 2.327 -0.925  0.08
C -2.743 4.615 -1.535  0.00
C -3.121 -3.386 -1.989  0.00
C 2.025 -1.025 0.752  0.07
H 5.002 -0.366 1.946  0.00
C -0.675 2.160 2.858  0.00
C 2.937 -0.384 2.727  0.01
H -1.167 -0.987 -3.156  0.00
H -0.279 -0.948 1.940  0.00
C -1.219 -2.694 -0.982  0.08
H -2.406 -1.934 -4.021  0.00
N -1.943 -2.648 -2.121  0.00
P -0.475 1.612 0.062  0.10
H 2.970 4.868 1.345  0.00
C 0.498 -0.916 2.715  0.00
H 2.715 -4.434 -2.251  0.00
H -4.017 0.108 3.022  0.00
Au 0.502 -1.494 -0.624  0.35
H 0.863 -4.546 -2.315  0.00
C 4.176 -1.237 -0.520  0.00
H 4.129 -2.326 -0.677  0.00
H 0.303 -0.078 3.395  0.00
H 2.954 -0.167 3.781  0.00
C 2.732 4.009 0.704  0.05
C 3.743 3.332 0.001  0.20
H 0.484 -1.853 3.301  0.00
C -1.240 1.589 1.705  0.01
N -0.693 0.127 -0.504  0.10
N 3.366 -0.882 0.631  0.00
H 0.272 2.706 2.801  0.00
C -3.082 2.601 -2.878  0.00

---

(2)
Here is a structure of composition C2H6FMnO2 at a distorted geometry from the OMol25 dataset. Energies are from ωB97M-V/def2-TZVPD.

- Orbital gap (spin up / spin down): 7.35 / 10.36 eV
- Calculated total energy: -40301.5044 eV
- HOMO (spin up / spin down): -6.78 / -10.23 eV
- <S²>: 12.002
- 2S+1: 7

Last column: Löwdin spin population.
Positions of all 12 atoms, in Å:
H -1.672 -1.278 0.570  0.00
F 2.134 1.422 1.822  0.06
H -2.449 0.334 0.308  0.01
C -1.740 -0.400 -0.088  0.02
H 0.447 -0.929 -1.522  0.00
H 2.316 0.600 0.910  0.00
H -2.032 -0.700 -1.106  0.00
O -0.491 0.255 -0.126  0.18
Mn 0.339 2.104 0.057  5.59
H 0.805 -1.298 0.234  0.00
C 0.658 -0.507 -0.524  0.02
O 1.686 0.395 -0.534  0.10

---

(3)
Here is a structure of composition C13H31CuN2O7 at a distorted geometry from the OMol25 dataset. Energies are from ωB97M-V/def2-TZVPD.

- Orbital gap: 5.15 eV
- Calculated total energy: -75928.5383 eV
- HOMO: -7.13 eV

Last column: natural (NBO) charge in e.
Positions of all 54 atoms, in Å:
O 2.681 -2.803 -4.071  -0.79
C -1.954 -2.869 0.980  -0.06
H -2.871 -2.671 -1.642  0.19
O 0.186 2.778 -1.457  -0.57
H 1.064 -2.906 -6.450  0.49
O -1.588 -2.124 -0.151  -0.59
H 0.840 3.320 2.888  0.17
H 2.199 -4.392 2.202  0.17
Cu 1.103 -1.457 -1.009  0.91
H -2.178 2.383 2.070  0.16
H -2.539 -0.932 -1.689  0.20
H 4.780 -2.959 1.322  0.16
H 3.268 -3.280 3.048  0.18
N -2.555 3.125 -0.714  -0.64
H -1.895 4.831 0.223  0.19
O 0.564 -2.507 -4.622  -0.86
H -3.642 -1.596 -0.479  0.18
H 1.736 -1.514 3.313  0.21
H -0.326 -1.446 2.856  0.36
N 0.189 -2.096 2.280  -0.64
H 2.188 3.330 -2.031  0.18
H -2.530 -2.194 1.613  0.17
H 1.240 2.357 -3.273  0.19
H -2.341 2.839 -2.598  0.20
H -0.367 2.768 3.956  0.16
H 0.862 -3.020 3.932  0.18
H -1.059 -3.672 2.655  0.16
H -2.417 -3.828 0.751  0.19
H 0.182 4.439 4.011  0.19
H -0.312 3.966 -3.045  0.18
C -2.720 -1.782 -1.030  -0.26
O -1.159 4.098 2.469  -0.54
C 1.310 -2.492 3.090  -0.23
C -1.524 3.057 1.517  -0.08
O 2.762 -2.808 1.098  -0.57
H -2.308 2.146 -0.686  0.36
H -3.419 4.186 0.762  0.20
H 4.228 -4.116 0.342  0.18
C -2.111 3.686 -1.952  -0.23
C -0.103 3.628 3.341  -0.26
H -0.015 -3.853 1.201  0.20
H -0.338 4.838 -1.497  0.17
C -0.597 3.903 -1.995  -0.08
C 1.423 2.578 -2.221  -0.27
H 4.264 -2.422 -0.269  0.20
C -2.402 3.903 0.490  -0.23
O 2.007 -2.873 -6.272  -0.72
C 4.004 -3.073 0.565  -0.25
H -0.759 2.442 1.044  0.19
H 2.080 1.772 -1.893  0.18
C 2.432 -3.338 2.351  -0.07
C -0.645 -3.175 1.778  -0.24
H -2.691 4.580 -2.179  0.20
C 1.778 -2.756 -4.920  0.93

---

(4)
Here is an isolated molecule of C2H6NO2P at a distorted geometry from the OMol25 dataset. Energies are from ωB97M-V/def2-TZVPD.

- Orbital gap: 9.80 eV
- Calculated total energy: -17040.9207 eV
- HOMO: -9.79 eV
- SMILES string: C[C@H](P)[N+](=O)[O-]

Last column: natural (NBO) charge in e.
Positions of all 12 atoms, in Å:
C 1.211 0.043 0.529  -0.35
N 1.841 1.368 0.182  0.51
O 0.988 2.219 0.034  -0.40
H -0.775 -0.498 1.978  -0.06
H 1.914 -0.618 1.175  0.25
H 1.133 0.012 -1.551  0.23
P -0.364 0.786 1.440  0.36
O 3.024 1.635 0.200  -0.35
H 1.185 -1.658 -0.919  0.23
C 0.716 -0.674 -0.747  -0.63
H 0.411 1.120 2.644  -0.02
H -0.328 -0.741 -0.851  0.22